{"formula": "C29H24ClN5O4PdS", "method": "ωB97M-V with the def2-TZVPD basis set", "elements": ["Pd", "C", "O", "C", "C", "C", "C", "C", "C", "N", "N", "C", "C", "C", "C", "O", "C", "N", "C", "C", "C", "C", "H", "H", "H", "H", "H", "H", "H", "H", "H", "H", "H", "H", "Cl", "C", "C", "C", "C", "O", "C", "C", "O", "C", "H", "H", "H", "H", "C", "C", "C", "C", "N", "C", "S", "N", "C", "H", "H", "H", "H", "H", "H", "H", "H"], "positions_angstrom": [[1.44334, 0.53466, -0.08278], [-6.92880, -1.29656, -0.99016], [-5.98905, -0.71289, -0.10961], [-5.31948, -1.54356, 0.73316], [-5.56185, -2.90619, 0.84883], [-4.81279, -3.65093, 1.75156], [-3.80449, -3.07361, 2.50655], [-3.59517, -1.69398, 2.40912], [-4.34914, -0.94134, 1.53519], [-3.15475, -3.95960, 3.42657], [-1.98897, -3.81075, 3.82701], [-1.06872, -2.91462, 3.21251], [-0.28857, -2.16613, 4.06018], [0.55732, -1.15565, 3.59754], [0.67404, -0.89138, 2.24137], [1.42256, 0.09855, 1.82394], [-0.01291, -1.77513, 1.33136], [0.21157, -1.59537, 0.00256], [-0.37097, -2.38292, -0.86097], [-1.18608, -3.46505, -0.47639], [-1.42068, -3.67055, 0.85099], [-0.86778, -2.79170, 1.81215], [-7.29535, -0.49041, -1.61930], [-7.76722, -1.73689, -0.44375], [-6.46344, -2.06308, -1.61542], [-6.33247, -3.39200, 0.26871], [-5.00007, -4.71025, 1.87555], [-2.85888, -1.19685, 3.02561], [-4.19499, 0.12632, 1.45005], [-0.39843, -2.33905, 5.12426], [1.11876, -0.54496, 4.29117], [-0.18042, -2.18056, -1.91008], [-1.60165, -4.12235, -1.22782], [-2.01689, -4.51248, 1.17538], [5.54314, -0.26837, -6.08743], [4.37342, 0.08081, -4.85010], [3.11088, 0.57640, -5.21053], [2.17863, 0.86868, -4.25361], [2.43967, 0.68706, -2.86711], [1.52271, 1.05161, -2.03335], [3.71642, 0.15797, -2.52502], [4.13521, -0.11630, -1.17818], [3.47759, -0.03659, -0.14206], [4.66386, -0.12504, -3.53434], [2.87930, 0.71834, -6.25830], [1.20117, 1.24282, -4.52855], [5.18227, -0.43698, -1.07056], [5.63241, -0.51681, -3.24801], [3.03504, 4.57465, -2.14623], [2.45150, 4.21199, -0.82246], [3.01577, 4.45724, 0.39359], [2.29873, 4.05463, 1.54599], [1.19509, 3.34250, 1.48553], [0.74203, 2.95983, 0.27730], [-0.53505, 1.84504, 0.04562], [1.26570, 3.56469, -0.83741], [2.79217, 4.40727, 2.91270], [3.89715, 5.22509, -2.02504], [2.29477, 5.08128, -2.76689], [3.34716, 3.66738, -2.66883], [3.95673, 4.98015, 0.47109], [0.87617, 3.24514, -1.71725], [3.60678, 5.12772, 2.88269], [3.13644, 3.49628, 3.40496], [1.96957, 4.80280, 3.50677]], "atomic_forces_ev_per_a": [[0.06, 0.08, -0.34], [-0.01, 0.00, 0.03], [0.02, 0.00, -0.03], [-0.04, 0.00, -0.01], [0.02, 0.02, 0.00], [0.07, -0.02, -0.02], [0.03, -0.07, -0.19], [-0.09, 0.09, 0.07], [0.04, 0.00, 0.03], [-0.20, 0.26, 0.41], [0.20, -0.41, -0.35], [0.02, 0.20, 0.15], [-0.10, 0.02, 0.05], [-0.02, 0.01, -0.05], [0.00, 0.00, 0.00], [-0.01, 0.01, 0.01], [-0.02, -0.02, 0.01], [-0.02, -0.05, 0.01], [0.03, -0.03, 0.01], [0.00, 0.01, 0.00], [-0.02, 0.01, -0.02], [0.07, -0.10, -0.05], [0.00, 0.00, 0.00], [0.00, 0.00, 0.00], [0.00, 0.01, -0.01], [0.01, 0.00, -0.01], [-0.02, 0.00, 0.00], [0.03, -0.03, -0.02], [-0.01, 0.00, 0.00], [0.02, 0.03, 0.00], [-0.01, 0.02, 0.00], [0.02, -0.01, 0.00], [0.00, 0.00, 0.00], [-0.02, 0.02, 0.01], [0.01, -0.01, -0.01], [-0.01, 0.00, 0.03], [-0.02, -0.01, -0.03], [0.02, 0.04, 0.00], [0.05, 0.06, 0.01], [-0.01, -0.10, -0.03], [-0.03, -0.06, -0.01], [0.01, 0.04, 0.02], [-0.02, -0.12, 0.08], [0.00, 0.00, 0.00], [0.00, 0.01, 0.00], [0.00, 0.01, 0.01], [-0.01, -0.01, -0.01], [0.00, 0.00, 0.00], [0.00, 0.04, 0.01], [-0.05, 0.01, 0.00], [0.00, -0.03, 0.01], [0.05, 0.05, 0.00], [-0.01, -0.01, -0.03], [-0.15, 0.27, 0.07], [0.05, -0.07, 0.23], [0.04, -0.05, -0.04], [-0.01, 0.00, 0.01], [0.01, -0.01, 0.01], [0.00, 0.00, 0.00], [-0.01, 0.00, 0.00], [0.00, 0.01, 0.00], [0.04, -0.06, 0.01], [0.00, 0.00, -0.01], [0.00, 0.00, 0.00], [-0.01, -0.01, 0.00]], "lowdin_charge": [0.8692, -0.0874, -0.0806, -0.2821, -0.0177, -0.0309, -0.2912, -0.0125, 0.0147, 0.0562, 0.0676, -0.2652, -0.0292, -0.0057, -0.3386, -0.2166, -0.1479, 0.0679, -0.1272, -0.0404, -0.0053, -0.1143, 0.0909, 0.0940, 0.0944, 0.1004, 0.1137, 0.1198, 0.1226, 0.1142, 0.1133, 0.1101, 0.1035, 0.1142, 0.6520, -0.6787, -0.0909, -0.0068, -0.3436, -0.2215, -0.1299, -0.1727, -0.0512, -0.0697, 0.1088, 0.1188, 0.1355, 0.1143, 0.0080, -0.2635, 0.0327, -0.2968, 0.1216, -0.7848, 0.6887, 0.0851, -0.0148, 0.0881, 0.0967, 0.0894, 0.1188, 0.1304, 0.0766, 0.0954, 0.0901], "multiplicity": 1, "e_above_lowest_kcal_mol": 0.00, "homo_lumo_gap_ev": 6.491}